Arrangement A

{"formula": "C3ClO4", "method": "wB97M-V/def2-TZVPD", "symbols": ["C", "C", "C", "O", "O", "O", "O", "Cl"], "xyz": [[0.794, -0.345, 0.434], [-2.215, 0.434, -0.148], [2.169, -0.778, 0.228], [-2.346, 1.461, 0.371], [-0.230, 0.032, 1.023], [-2.319, -0.497, -0.835], [0.960, -0.891, -0.772], [3.187, 0.585, -0.301]], "lowdin_charge": [-0.62, -0.48, -0.57, 0.17, 0.00, 0.18, -0.08, 0.41], "e_homo_ev": -3.64, "orbital_gap_ev": 7.17, "charge": -1}

---

Arrangement B

{"formula": "C3ClO4", "method": "wB97M-V/def2-TZVPD", "symbols": ["C", "C", "C", "O", "O", "O", "O", "Cl"], "xyz": [[1.320, -1.121, -0.644], [-0.406, 1.334, 0.409], [-1.598, 0.668, 0.562], [-0.706, 0.563, -0.641], [2.236, -0.709, -0.138], [0.501, 2.076, 0.698], [0.422, -1.681, -1.122], [-1.420, -1.004, 1.483]], "lowdin_charge": [-0.50, -0.69, -0.46, -0.09, 0.23, 0.05, 0.15, 0.31], "e_homo_ev": -3.47, "orbital_gap_ev": 7.04, "charge": -1}

---

Decreasing stability: arrangement A, arrangement B

---

Arrangement A

{"formula": "C6H13N4", "method": "wB97M-V/def2-TZVPD", "symbols": ["C", "C", "C", "C", "C", "C", "N", "N", "N", "N", "H", "H", "H", "H", "H", "H", "H", "H", "H", "H", "H", "H", "H"], "xyz": [[1.822, -0.300, -2.071], [1.528, 1.627, -1.091], [0.345, -0.361, -1.641], [0.106, 1.046, -1.185], [-0.626, 0.660, 0.629], [-0.547, -1.328, 1.896], [2.478, 0.686, -1.700], [-0.666, -0.719, 0.505], [-1.837, 1.222, 1.072], [0.300, -1.210, -0.346], [2.317, -1.147, -2.511], [1.543, 2.548, -1.587], [1.902, 1.745, -0.060], [-0.410, -0.742, -2.284], [-0.515, 1.665, -1.761], [0.166, 1.311, 1.124], [-0.545, -2.502, 1.861], [0.395, -0.997, 2.402], [-1.334, -0.889, 2.454], [-1.911, 2.135, 0.943], [-2.638, 0.821, 0.615], [0.192, -2.204, -0.572], [1.215, -1.075, 0.084]], "lowdin_charge": [-0.12, -0.17, -0.15, -0.07, -0.27, 0.01, 0.11, -0.15, 0.12, 0.11, 0.12, 0.10, 0.12, 0.15, 0.11, 0.15, 0.13, 0.10, 0.07, 0.04, 0.11, 0.21, 0.18], "e_homo_ev": -12.94, "orbital_gap_ev": 9.69, "charge": 1}

---

Arrangement B

{"formula": "C6H13N4", "method": "wB97M-V/def2-TZVPD", "symbols": ["C", "C", "C", "C", "C", "C", "N", "N", "N", "N", "H", "H", "H", "H", "H", "H", "H", "H", "H", "H", "H", "H", "H"], "xyz": [[1.901, -0.145, -1.186], [-1.757, -0.216, -0.439], [-0.790, -0.424, 1.674], [-1.902, 1.346, -0.177], [-0.425, 1.014, 1.735], [2.286, -2.598, -0.860], [1.522, 1.042, -1.033], [-1.282, -0.986, 0.668], [1.864, -1.322, -1.278], [-0.632, 1.739, 0.426], [-2.633, -0.812, -0.531], [-1.138, -0.278, -1.467], [1.775, 1.610, -1.847], [-0.482, -1.033, 2.450], [-2.228, 1.686, -1.153], [-2.532, 1.576, 0.611], [-1.144, 1.429, 2.612], [0.520, 1.362, 1.961], [3.418, -2.585, -0.874], [1.771, -3.031, -0.071], [2.155, -3.414, -1.576], [0.323, 1.320, -0.103], [-0.591, 2.720, 0.459]], "lowdin_charge": [-0.22, -0.18, -0.14, -0.10, -0.09, -0.07, 0.09, 0.05, 0.11, 0.00, 0.11, 0.16, 0.11, 0.10, 0.13, 0.10, 0.19, 0.10, 0.12, 0.07, 0.09, 0.12, 0.15], "e_homo_ev": -13.45, "orbital_gap_ev": 10.64, "charge": 1}

---

Decreasing stability: arrangement B, arrangement A